# 1
Entry from OMol25: 2 unconnected molecules or ions with the total composition C3H9NO2S (the ωB97M-V functional and the def2-TZVPD basis).

Output
Kohn-Sham gap (spin up / spin down): 2.56 / 7.82 eV
Electronic energy: -19675.79609 eV

The geometry in ORCA input format:
```
! RIJCOSX wB97M-V def2-TZVPD def2/J DEFGRID3
* xyz -1 2
C -1.226 -0.620 0.133
C -0.619 -2.082 -0.002
S -0.302 -2.717 1.702
C -0.077 0.394 0.257
N -0.274 1.696 -0.205
O 0.919 0.148 1.025
H -1.747 -0.435 -0.809
H -1.947 -0.496 0.942
H -1.379 -2.663 -0.523
H 0.357 -1.993 -0.445
H -1.289 -3.604 1.825
H 0.192 1.812 -1.104
H 0.050 2.370 0.489
H 2.599 1.984 -0.923
H 2.513 3.346 -1.575
O 2.227 2.861 -0.786
*
```


# 2
Entry from OMol25: 2 unconnected molecules or ions with the total composition C3H9NO2S (the ωB97M-V functional and the def2-TZVPD basis).

Output
Kohn-Sham gap: 5.84 eV
Electronic energy: -19673.99597 eV

The geometry in ORCA input format:
```
! RIJCOSX wB97M-V def2-TZVPD def2/J DEFGRID3
* xyz -2 1
C 0.525 0.587 0.403
O 1.813 0.759 -0.192
C -0.488 -0.189 -0.573
C -1.799 -0.635 0.323
S -2.866 0.690 0.766
N -0.879 0.474 -1.821
H 0.519 -0.018 1.350
H -0.047 1.555 0.410
H -0.019 -1.167 -0.929
H -1.781 -1.348 1.166
H -2.283 -1.397 -0.346
H -1.167 -0.247 -2.462
H -1.744 1.231 -1.748
H 2.532 0.460 0.294
H 3.716 0.087 1.685
O 3.968 -0.840 1.674
*
```


# 3
Entry from OMol25: 2 unconnected molecules or ions with the total composition C3H9NO2S (the ωB97M-V functional and the def2-TZVPD basis).

Output
Kohn-Sham gap: 5.76 eV
Electronic energy: -19675.28687 eV

The geometry in ORCA input format:
```
! RIJCOSX wB97M-V def2-TZVPD def2/J DEFGRID3
* xyz -2 1
C 1.174 0.452 0.786
C 2.333 0.095 -0.172
S 3.602 1.357 -0.411
N 0.155 -0.538 1.023
C -1.293 -0.310 0.723
O -1.833 -1.089 -0.258
H 1.595 0.851 1.829
H 0.734 1.361 0.334
H 1.942 -0.209 -1.187
H 2.706 -0.876 0.209
H 0.309 -1.403 0.507
H -1.372 0.763 0.490
H -1.748 -0.500 1.764
H -2.289 0.028 -1.253
H -3.229 -0.401 -2.310
O -2.784 0.420 -2.077
*
```


Let's list relative energy (zero: lowest compared OMol25 entry of this formula, charge and spin) in order: 36.4; 47.7; 17.9 kcal per mole.
Let's list max |F| in order: 2.94; 3.94; 2.30 eV Å⁻¹.